C6H9IO2 | ωB97M-V/def2-TZVPD

Positions of all 18 atoms, in Å:
C 1.276 -1.598 -0.121
C -0.973 -1.039 -0.160
C 1.235 -0.154 -0.564
C -0.368 0.334 0.025
C -0.918 1.289 -0.984
C -0.171 0.598 1.543
O 2.281 -2.233 0.018
O 0.038 -2.019 0.119
I 2.912 0.917 -0.001
H -1.865 -1.343 0.616
H -1.424 -1.299 -1.223
H 1.286 -0.233 -1.701
H -0.655 1.088 -1.964
H -0.534 2.358 -0.649
H -1.972 1.400 -0.923
H 0.438 1.564 1.828
H 0.550 -0.287 1.938
H -1.135 0.659 2.203

Cartesian forces, eV/Å:
C 0.9 1.1 0.2
C -2.9 -2.3 0.2
C -2.6 0.1 -0.7
C 3.2 -1.8 -0.9
C 0.6 3.9 3.5
C 1.2 0.4 1.9
O -0.5 -0.6 0.1
O -0.3 -1.0 0.1
I 0.3 0.5 0.2
H 2.1 1.1 -1.8
H 1.1 0.9 1.9
H -0.5 0.5 1.4
H 0.7 -0.5 -1.8
H -0.6 -1.9 -1.1
H -1.2 -0.1 0.1
H -1.2 -1.7 -1.0
H -2.0 2.0 -0.6
H 1.6 -0.4 -1.5

The calculation puts the energy above the lowest of the compared OMol25 structures with the same formula, charge and spin at 18.16 kcal per mole. The calculation puts the molecular weight at 240.0 g/mol. Its frontier orbital gap is 9.967 eV. The SMILES is CC1(C)COC(=O)[C@@H]1I. The multiplicity is 1. As for the total energy: -18562.06992 eV.



C4H12O2 | ωB97M-V/def2-TZVPD

Positions of all 18 atoms, in Å:
C 0.754 0.272 0.814
O 0.375 0.240 2.182
C -0.338 -0.233 -0.140
C 0.199 -0.314 -1.646
C 0.489 -1.735 -2.151
H 0.779 1.327 0.596
H 1.615 -0.309 0.552
H 0.416 -0.784 2.527
H -1.322 0.330 0.077
H -0.638 -1.286 0.189
H 1.071 0.318 -1.843
H -0.696 -0.046 -2.331
H 0.803 -2.409 -1.449
H 0.997 -1.684 -3.157
H -0.397 -2.352 -2.485
H -0.584 3.095 2.845
H -1.909 2.334 2.628
O -1.615 3.235 2.793

Cartesian forces, eV/Å:
C -2.1 0.1 -0.6
O 0.4 -4.1 1.4
C -1.1 -1.3 0.3
C -3.1 -0.4 -0.3
C -1.9 0.5 -3.1
H 1.0 0.4 -0.1
H 1.1 0.1 0.3
H -0.2 3.9 -1.4
H 1.6 -0.4 -0.9
H 0.5 1.0 -0.5
H -0.4 0.2 0.2
H 1.7 0.5 1.1
H 2.2 -1.4 1.8
H 0.4 -0.2 1.5
H -0.1 1.3 0.4
H -3.0 0.5 -0.1
H -0.1 -0.1 0.0
O 3.2 -0.4 0.1

The calculation puts the energy above the lowest of the compared OMol25 structures with the same formula, charge and spin at 36.35 kcal per mole. The calculation puts the molecular weight at 92.1 g/mol. Its frontier orbital gap is 11.006 eV. The SMILES is CCCCO.O. The multiplicity is 1. As for the total energy: -8435.93772 eV.



C21H38ClO3P2Y | ωB97M-V/def2-TZVPD

Positions of all 66 atoms, in Å:
C -2.045 3.554 -3.661
C -2.055 2.229 -3.244
H -2.823 3.709 -4.435
H -1.042 3.852 -4.029
H -2.244 4.216 -2.802
O -1.936 1.157 -2.787
Cl 0.924 3.211 -0.585
Y 0.112 0.888 -0.663
P 1.277 0.312 -3.418
C 1.374 -1.423 -4.042
C 0.634 1.090 -4.942
H 1.103 0.637 -5.827
H 3.420 0.504 -4.597
H 0.877 2.159 -4.941
H 3.106 1.895 -3.510
H 0.366 -1.860 -4.081
H -0.453 0.981 -5.026
C 3.040 0.806 -3.613
H 1.812 -1.427 -5.052
H 3.666 0.359 -2.834
H 1.984 -2.050 -3.378
P -2.357 1.685 0.479
C -3.411 0.368 1.173
C -1.826 2.613 1.973
H -3.203 3.794 -0.348
H -4.387 2.990 0.700
H -4.138 2.415 -0.996
C -3.651 2.826 -0.103
H -1.370 3.558 1.650
H -2.698 2.812 2.611
H -4.236 0.824 1.740
H -2.830 -0.293 1.833
H -1.073 2.053 2.542
H -3.820 -0.237 0.353
C -1.398 -0.882 -1.791
O -2.219 -1.443 -2.368
C 2.726 -3.527 -0.219
C 2.853 -2.085 0.290
C 2.406 -1.124 -0.803
C 2.209 -1.917 1.653
C 2.810 -2.639 2.671
C 2.260 -2.690 3.941
C 1.095 -1.986 4.199
C 0.486 -1.207 3.227
C -0.811 -0.482 3.571
C -1.934 -1.495 3.811
C -0.647 0.475 4.758
C 1.076 -1.093 1.940
O 0.588 -0.219 1.069
H 1.677 -3.803 -0.394
H 3.134 -4.228 0.515
H 3.280 -3.647 -1.158
H 3.929 -1.890 0.443
H 1.351 -1.329 -1.061
H 2.572 -0.072 -0.511
H 3.009 -1.314 -1.692
H 3.697 -3.230 2.444
H 2.691 -3.310 4.718
H 0.598 -2.075 5.166
H -1.062 0.109 2.685
H -1.723 -2.131 4.680
H -2.885 -0.977 3.985
H -2.057 -2.160 2.943
H 0.191 1.164 4.575
H -1.561 1.071 4.884
H -0.441 -0.067 5.691

Cartesian forces, eV/Å:
C -0.3 1.3 -0.7
C 1.3 -5.5 2.8
H 0.2 0.0 0.1
H -0.2 -0.4 -0.1
H -0.2 -0.3 0.1
O -1.3 6.4 -3.1
Cl -0.3 0.2 -0.4
Y 1.9 -1.5 2.1
P 1.0 -0.5 -1.0
C -0.3 -0.2 0.4
C -0.3 0.5 -0.1
H -0.2 0.2 0.3
H -0.2 0.1 0.2
H 0.0 -0.1 0.0
H 0.1 -0.2 -0.1
H 0.3 0.0 -0.1
H 0.1 -0.1 -0.2
C 0.0 0.3 0.4
H -0.2 0.0 0.4
H -0.1 0.1 -0.2
H -0.2 0.2 -0.3
P -0.7 0.3 1.4
C 0.1 -0.4 -0.1
C 0.4 0.0 -0.1
H -0.1 0.0 0.0
H 0.2 -0.1 -0.4
H -0.2 0.1 0.2
C 0.1 0.3 -0.5
H -0.1 -0.2 0.1
H 0.2 -0.1 -0.2
H 0.2 -0.2 -0.1
H -0.2 0.2 -0.3
H -0.2 0.2 -0.1
H -0.1 0.1 0.2
C -2.9 -2.9 -1.6
O 2.8 1.5 1.9
C -0.1 0.0 0.0
C 0.4 0.2 0.1
C 0.2 0.0 0.0
C -0.6 0.8 -0.2
C -0.2 -0.4 0.3
C -0.1 0.0 0.2
C -0.2 -0.2 -0.1
C 0.0 0.5 -0.3
C 0.4 -0.2 -0.1
C -0.1 -0.1 -0.1
C 0.1 0.2 -0.2
C 1.1 -1.5 1.7
O -1.4 1.5 -2.3
H 0.2 0.1 0.1
H -0.1 0.1 -0.2
H -0.1 -0.1 0.1
H -0.2 -0.1 -0.1
H 0.1 0.0 0.0
H -0.1 -0.2 0.0
H -0.1 0.0 0.1
H -0.2 0.2 0.1
H 0.1 0.1 -0.1
H 0.3 0.0 -0.1
H 0.0 -0.1 0.2
H -0.1 0.2 -0.2
H 0.1 -0.1 0.1
H 0.0 0.1 0.2
H -0.2 -0.2 0.1
H 0.2 -0.1 0.1
H -0.1 0.2 -0.2

As for the charge: +2. The calculation puts the molecular weight at 524.8 g/mol. Its frontier orbital gap is 3.054 eV. The multiplicity is 1. As for the total energy: -60666.06132 eV.



no.,LUMO energy (Eh),HOMO (eV)
1,0.016,-9.53
2,0.023,-10.37
3,-0.341,-12.34